{"formula": "C24H58BO13P4", "method": "wB97M-V/def2-TZVPD", "elements": ["C", "C", "C", "C", "C", "B", "P", "C", "O", "H", "H", "H", "H", "H", "H", "H", "H", "H", "H", "H", "H", "H", "O", "P", "O", "C", "C", "O", "C", "C", "O", "C", "C", "H", "H", "H", "H", "H", "H", "H", "H", "H", "H", "H", "H", "H", "H", "H", "O", "P", "O", "C", "C", "O", "C", "C", "O", "C", "C", "H", "H", "H", "H", "H", "H", "H", "H", "H", "H", "H", "H", "H", "H", "H", "O", "P", "O", "C", "C", "O", "C", "C", "O", "C", "C", "H", "H", "H", "H", "H", "H", "H", "H", "H", "H", "H", "H", "H", "H", "H"], "positions_angstrom": [[0.680818, -6.131682, 4.454667], [1.049839, -4.978540, 4.660244], [1.597781, -3.493340, 4.578064], [0.664633, -2.520893, 3.724119], [0.244960, -3.065430, 2.284760], [-1.291861, -2.655678, 1.828265], [-2.685804, -3.318227, 2.983566], [-3.186403, -2.005408, 4.286075], [-2.106926, -4.645217, 3.936017], [0.160269, -7.022902, 4.009377], [2.623323, -3.518794, 4.106881], [1.603075, -3.105034, 5.649546], [1.263089, -1.559932, 3.552165], [-0.229304, -2.197735, 4.357837], [0.934779, -2.536786, 1.530231], [0.457205, -4.177895, 2.137252], [-1.442520, -1.458043, 1.721159], [-1.480293, -3.138004, 0.737314], [-3.470244, -1.023988, 3.776828], [-4.102245, -2.440319, 4.816211], [-2.405687, -1.857750, 5.096490], [-2.833267, -5.288893, 4.040730], [1.369278, -5.647264, -1.224769], [2.638712, -5.485979, -2.037455], [2.793112, -7.066082, -2.519642], [1.814569, -7.621964, -3.380418], [1.957283, -7.101490, -4.798301], [3.697366, -5.515715, -0.773352], [3.249659, -5.238373, 0.554144], [2.816277, -6.506582, 1.266920], [4.003398, -5.120738, -2.995234], [3.869287, -4.218999, -4.088640], [2.865706, -3.106371, -3.863039], [0.808430, -7.428365, -2.994578], [1.964673, -8.704329, -3.377383], [1.685714, -6.042139, -4.848047], [1.301031, -7.647041, -5.482278], [2.987811, -7.200219, -5.146045], [2.453885, -4.489636, 0.544209], [4.088023, -4.791672, 1.094441], [2.159374, -7.129913, 0.657841], [2.299688, -6.263103, 2.198623], [3.687578, -7.123385, 1.508025], [3.619767, -4.784212, -4.991176], [4.856198, -3.778942, -4.259332], [1.858875, -3.503117, -3.690190], [2.822727, -2.451022, -4.735288], [3.138852, -2.509390, -2.989403], [2.495536, 4.442803, 1.762018], [2.258114, 3.142065, 1.015498], [3.723555, 2.435198, 1.328699], [4.051733, 2.090666, 2.665408], [3.282852, 0.868723, 3.131628], [2.588387, 3.716708, -0.501279], [2.544047, 5.111938, -0.770623], [3.901856, 5.757170, -0.549907], [1.795977, 1.710109, 0.226532], [0.693066, 0.955686, 0.733508], [-0.407610, 1.792871, 1.346599], [3.877183, 2.939205, 3.335220], [5.122218, 1.871992, 2.684913], [2.219298, 1.102655, 3.243082], [3.651599, 0.521830, 4.100863], [3.372644, 0.054468, 2.409788], [1.764359, 5.594143, -0.176108], [2.255353, 5.235577, -1.818003], [4.358860, 5.460047, 0.394845], [3.816439, 6.846838, -0.568524], [4.597594, 5.453960, -1.337670], [1.062150, 0.220688, 1.452546], [0.282383, 0.389928, -0.106749], [-0.039129, 2.377333, 2.199567], [-1.216671, 1.152099, 1.702358], [-0.813252, 2.497251, 0.614460], [-3.743836, 7.128315, -1.816203], [-4.267417, 5.706554, -1.918984], [-4.859931, 5.576217, -0.378151], [-5.950940, 6.392489, 0.014028], [-7.253151, 5.917163, -0.601566], [-2.824811, 4.939195, -1.686769], [-1.594290, 5.626275, -1.893127], [-1.114456, 6.286684, -0.612414], [-4.888595, 4.150136, -2.230634], [-5.892778, 3.980498, -3.226121], [-5.767990, 4.920477, -4.407410], [-5.759221, 7.439718, -0.241627], [-6.022455, 6.328184, 1.102119], [-7.253788, 6.091841, -1.682636], [-8.105059, 6.454511, -0.175921], [-7.393384, 4.847315, -0.434668], [-1.685972, 6.346164, -2.710554], [-0.856131, 4.886996, -2.213697], [-1.902237, 6.846255, -0.105951], [-0.283354, 6.965280, -0.819299], [-0.770439, 5.529285, 0.097812], [-6.877806, 4.076164, -2.761596], [-5.814908, 2.949373, -3.581925], [-5.843653, 5.968720, -4.095614], [-6.561946, 4.727812, -5.131592], [-4.802495, 4.792981, -4.903602]], "forces_ev_per_angstrom": [[-0.264, 1.103, -0.532], [0.379, 0.104, -1.213], [-1.175, -0.981, 0.619], [0.163, 0.014, -0.168], [1.013, 0.554, -0.183], [1.358, -0.477, 0.274], [-1.744, -0.284, 0.196], [-0.092, -0.466, 0.773], [-0.409, 0.442, -0.046], [0.989, 1.422, 1.123], [-0.998, -0.098, 0.750], [0.485, -0.435, -1.360], [-0.633, -1.164, 0.421], [1.016, -0.722, -0.899], [-0.642, -0.762, 0.855], [-0.346, 1.325, 0.549], [-0.120, 0.443, 0.214], [-0.233, -0.175, -0.220], [0.473, -1.329, 0.647], [1.064, 0.777, -0.702], [-0.729, 0.154, -0.922], [0.527, 0.723, -0.229], [-0.798, 2.974, -2.888], [3.920, -6.314, 4.931], [-0.383, 0.304, -0.686], [-0.073, -0.211, -0.012], [-0.066, 0.079, -0.118], [-0.006, 1.046, -0.842], [-0.383, -0.118, 0.396], [0.126, -0.223, 0.150], [-2.748, 2.250, -0.471], [0.382, 0.191, -0.536], [0.068, -0.002, 0.200], [0.044, 0.022, 0.023], [0.081, 0.063, 0.123], [-0.038, -0.005, -0.048], [0.018, 0.063, 0.055], [-0.043, -0.051, 0.044], [-0.016, -0.210, -0.003], [0.118, -0.038, -0.213], [-0.098, 0.261, -0.066], [0.036, 0.020, -0.045], [-0.003, 0.080, 0.012], [-0.067, -0.002, -0.027], [-0.001, -0.110, 0.112], [-0.051, -0.027, -0.068], [-0.035, -0.025, 0.060], [0.000, -0.007, -0.062], [-3.529, -1.514, 1.499], [7.211, 0.667, -4.663], [-0.463, -0.113, 0.580], [0.200, -0.131, 0.191], [-0.089, -0.001, 0.066], [-1.090, -0.219, 0.078], [0.202, 0.247, 0.161], [0.255, 0.038, -0.132], [-2.342, 1.732, 2.343], [-0.495, -0.938, 0.023], [0.034, 0.195, -0.201], [-0.008, 0.016, -0.060], [-0.031, 0.085, -0.154], [-0.009, -0.056, 0.054], [-0.058, 0.038, -0.056], [0.033, 0.042, 0.044], [0.210, -0.031, 0.060], [-0.001, -0.222, -0.015], [-0.271, 0.026, 0.063], [0.008, -0.033, -0.021], [-0.082, 0.038, -0.001], [-0.047, -0.006, 0.015], [0.141, 0.054, 0.014], [0.064, -0.035, 0.115], [0.089, 0.003, -0.001], [-0.020, -0.043, 0.002], [-2.575, 0.009, -3.350], [4.704, -2.575, 7.262], [-0.622, 0.314, -0.535], [-0.120, 0.083, 0.248], [-0.105, 0.022, -0.096], [-0.595, -0.114, -1.158], [0.283, 0.307, 0.171], [0.093, -0.074, 0.244], [-0.707, 2.556, -2.601], [-0.482, -0.564, -0.200], [0.220, -0.015, 0.016], [0.039, -0.038, -0.010], [0.153, -0.067, -0.057], [-0.056, 0.028, -0.012], [0.067, -0.016, -0.055], [0.028, 0.064, 0.056], [-0.067, 0.028, 0.191], [-0.182, -0.154, 0.043], [-0.045, 0.051, -0.258], [-0.016, -0.050, 0.015], [0.032, 0.031, -0.080], [-0.024, 0.061, -0.006], [0.103, 0.040, 0.135], [-0.093, 0.040, 0.031], [0.048, 0.048, 0.031], [-0.057, -0.030, 0.002]], "lowdin_charge": [0.022, -0.136, -0.195, -0.232, -0.280, -0.726, 0.792, -0.370, -0.419, 0.051, 0.101, 0.097, 0.086, 0.090, 0.067, 0.078, 0.001, -0.004, 0.027, 0.008, 0.009, 0.012, -0.212, 0.670, -0.226, -0.304, -0.087, -0.223, -0.286, -0.068, -0.197, -0.312, -0.090, 0.109, 0.116, 0.063, 0.076, 0.080, 0.090, 0.114, 0.072, 0.050, 0.073, 0.094, 0.119, 0.069, 0.082, 0.090, -0.243, 0.670, -0.226, -0.304, -0.087, -0.221, -0.309, -0.078, -0.189, -0.289, -0.079, 0.106, 0.115, 0.065, 0.080, 0.085, 0.083, 0.113, 0.071, 0.073, 0.073, 0.092, 0.128, 0.068, 0.078, 0.079, -0.234, 0.667, -0.219, -0.301, -0.084, -0.217, -0.292, -0.074, -0.185, -0.304, -0.093, 0.107, 0.119, 0.062, 0.078, 0.084, 0.103, 0.114, 0.073, 0.075, 0.070, 0.098, 0.124, 0.066, 0.083, 0.087], "homo_lumo_gap_ha": 0.122, "charge": -1, "e_homo_ev": -3.129}